{"formula": "C5H2O3", "method": "the ωB97M-V functional and the def2-TZVPD basis", "homo_energy_ev": -9.412, "e_tot_ev": -11354.2708, "orbital_gap_ev": 9.6, "e_above_lowest_kcal_mol": 75.6, "symbols": ["O", "O", "O", "C", "C", "C", "C", "C", "H", "H"], "coordinates": [[1.15302, 0.26663, -1.44453], [-0.44420, 0.27491, 1.88093], [-2.58609, -0.32818, 1.56771], [1.49477, 0.54913, -0.01696], [-0.52007, -0.54107, -0.02564], [-0.07384, -0.53987, -1.39088], [-1.47163, -0.16548, 1.29460], [0.38347, 0.19605, 0.73502], [-0.36733, -0.55314, -2.56064], [2.43190, 0.84101, -0.03959]]}



{"formula": "C5H30O14", "method": "the ωB97M-V functional and the def2-TZVPD basis", "homo_energy_ev": -9.733, "e_tot_ev": -34339.0635, "smiles": "O=CCCCC(=O)O.O.O.O.O.O.O.O.O.O.O.O", "orbital_gap_ev": 10.0, "e_above_lowest_kcal_mol": 0.0, "symbols": ["O", "O", "O", "O", "O", "O", "O", "O", "O", "O", "O", "O", "O", "O", "C", "C", "C", "C", "C", "H", "H", "H", "H", "H", "H", "H", "H", "H", "H", "H", "H", "H", "H", "H", "H", "H", "H", "H", "H", "H", "H", "H", "H", "H", "H", "H", "H", "H", "H"], "coordinates": [[-2.90269, 1.51485, -2.35410], [0.72270, 3.33455, -1.85898], [-1.63560, 2.65738, 0.16285], [2.58209, -0.90127, 1.58317], [0.52438, -2.55908, 1.91681], [-1.04260, 1.60732, 2.04143], [2.70275, -1.21539, -1.10423], [-2.04140, -2.32699, -0.85735], [1.78425, 1.57108, 2.22711], [-1.60730, -1.49109, 3.11491], [2.51761, 2.99992, 0.15284], [2.66504, 1.24868, -2.04180], [-3.52221, -1.57665, 1.25262], [0.69650, -2.98237, -0.75302], [-1.38701, 1.60829, 0.71820], [-0.25610, 0.02312, -0.83109], [-1.23122, -2.15485, -1.71514], [-1.40113, 0.24597, 0.15189], [-0.68154, -0.79184, -2.04987], [1.82712, -1.53281, 1.81667], [1.44447, -2.38603, -0.97055], [-0.96332, -3.02258, -2.39283], [-1.45822, -0.21000, -2.66615], [0.18228, 0.99531, -1.18906], [2.27318, 2.51085, 0.94108], [0.54689, -0.49414, -0.34944], [0.70653, -3.33331, 2.46730], [-0.26493, -2.14567, 2.32091], [0.49319, -2.88618, 0.19134], [2.16582, 0.64977, 2.12795], [-2.39641, -1.54037, 2.53656], [3.24293, 3.54885, 0.44913], [-2.55109, 2.10711, -1.70830], [-1.49897, -0.55381, 3.23542], [1.88401, 1.72219, -2.47400], [1.25588, 3.42765, -1.07715], [-4.22100, -2.20232, 1.36180], [2.82913, 1.81620, -1.29995], [3.59926, -1.57527, -1.43855], [0.16810, -0.85038, -2.73904], [-2.40536, 0.06156, -0.41666], [-0.14034, 3.29969, -1.46387], [0.85102, 1.47931, 2.18943], [2.73462, -0.92357, 0.66236], [2.59807, -0.30332, -1.46631], [-3.85090, 1.45616, -2.14950], [-1.42505, -0.56214, 0.86425], [-1.11227, 2.49113, 2.45880], [-3.00118, -1.85550, 0.42210]]}



{"formula": "C5H31N2O10", "method": "the ωB97M-V functional and the def2-TZVPD basis", "homo_energy_ev": -6.386, "e_tot_ev": -29141.9816, "orbital_gap_ev": 9.1, "charge": -1, "e_above_lowest_kcal_mol": 88.1, "symbols": ["O", "O", "O", "O", "O", "O", "O", "O", "O", "O", "N", "N", "C", "C", "C", "C", "C", "H", "H", "H", "H", "H", "H", "H", "H", "H", "H", "H", "H", "H", "H", "H", "H", "H", "H", "H", "H", "H", "H", "H", "H", "H", "H", "H", "H", "H", "H", "H"], "coordinates": [[-0.15434, -4.47651, -1.10808], [0.27361, 2.94532, -1.30943], [-0.24504, -1.99248, -2.22867], [2.21059, -1.64451, 2.00138], [1.55379, 0.70157, -1.46883], [-2.07565, -1.26580, 0.53874], [0.45865, 1.59908, -3.76435], [2.16537, -0.82005, -3.45076], [-0.97918, 0.44467, -1.52501], [-1.54015, -3.82768, 0.89436], [2.11530, 0.92993, 0.95814], [-2.26641, 1.85188, 0.84074], [-1.28901, 0.82927, 2.72076], [-0.05275, 0.29227, 1.91554], [-1.74954, 2.14401, 2.14955], [2.03230, 0.16406, -0.39054], [0.99835, 1.51675, 1.63950], [1.27610, 1.81173, 2.66948], [-0.41803, -1.13413, -1.67372], [-2.48976, 2.69329, 2.81780], [-2.12145, 0.24512, 2.83380], [-0.58755, 2.57307, -0.74968], [-1.83564, -0.86653, -0.32832], [3.09286, 0.00800, -0.63387], [-0.75994, -4.27304, -0.41312], [0.41475, -0.54327, 2.59015], [-1.14283, -4.10500, 1.74459], [0.58988, 2.22186, -2.97430], [-0.00715, -3.75248, -1.68404], [0.84154, 0.73015, -3.56997], [-0.84195, 2.90609, 2.17062], [3.14639, -0.88801, -3.38072], [-0.44061, -0.39196, 1.10505], [0.51293, 2.31482, 1.12082], [0.21229, 0.51089, -1.51273], [-3.23631, 2.03179, 0.71705], [0.89345, 2.30196, -1.01307], [2.92488, 1.71447, 0.83748], [1.40113, -0.71776, -0.14392], [1.85585, -0.27626, -2.61539], [-2.91290, -0.79635, 0.55310], [-1.56704, 1.71675, 0.14496], [-1.67938, -2.85066, 0.99943], [0.16781, -1.75152, -2.98029], [-1.48877, 0.89456, -2.17189], [1.28897, -1.81043, 1.70861], [2.37266, -0.81049, 1.64789], [-0.91807, 0.90155, 3.77115]]}



{"formula": "C5H31N2O8", "method": "the ωB97M-V functional and the def2-TZVPD basis", "homo_energy_ev": [-15.062, -15.062], "multiplicity": 2, "e_tot_ev": -25026.6394, "orbital_gap_ev": [8.7, 2.9], "s2": 0.756, "charge": 2, "e_above_lowest_kcal_mol": 67.0, "symbols": ["O", "O", "O", "O", "O", "O", "O", "O", "N", "N", "C", "C", "C", "C", "C", "H", "H", "H", "H", "H", "H", "H", "H", "H", "H", "H", "H", "H", "H", "H", "H", "H", "H", "H", "H", "H", "H", "H", "H", "H", "H", "H", "H", "H", "H", "H"], "coordinates": [[2.31740, -3.15473, -0.28724], [-0.13260, -0.76536, -3.30590], [2.49427, 2.52586, 2.97790], [2.83532, -0.25846, 0.85545], [2.83692, -1.50331, -1.96769], [0.98266, -1.69595, 2.59641], [-2.18813, -1.90251, -0.25899], [0.88651, -3.17336, -2.83253], [-3.01368, 0.52064, 1.21834], [-1.01976, 0.47646, -0.65734], [0.62275, 3.56864, -0.53493], [-4.47542, 0.75476, 1.77993], [-2.34126, 1.88794, 1.03961], [-0.97636, 1.71414, 0.24176], [-0.76710, 2.96202, -0.51739], [-4.75028, -0.18007, 2.15201], [-0.70591, -0.42715, -3.97842], [0.15276, -1.68176, -3.31369], [1.49007, 2.95199, -0.09110], [0.73321, -3.87975, -2.07955], [0.41855, -3.43920, -3.63735], [3.17880, -3.62410, -0.35638], [0.76207, 3.89238, -1.46722], [-3.14432, 2.58491, 0.75152], [-1.13550, 2.88298, -1.49654], [3.14603, 0.44222, 1.48804], [2.21095, -2.10736, -2.29277], [3.47587, 2.35074, 3.21795], [2.33697, -2.40427, 0.21243], [0.58599, 4.40290, 0.17457], [0.61006, -1.52886, 1.76691], [-0.38692, 1.58538, 1.19475], [-2.46561, 0.07302, 1.91751], [-1.74041, -0.23096, -0.37047], [-4.59558, 1.27591, 2.76487], [-1.73891, -2.20763, 0.56428], [-2.24326, 2.55149, 1.97310], [-0.07540, -0.01988, -0.57143], [-2.96885, -2.44602, -0.40629], [3.43304, -0.42144, 0.12322], [2.84261, -0.61518, -2.29218], [-5.05263, 1.27093, 0.98493], [-1.40186, 3.71222, 0.02111], [1.67062, -1.06364, 2.79696], [1.96415, 2.78045, 3.83779], [-1.00670, 0.63762, -1.78876]]}



{"formula": "C5H31N3O8", "method": "the ωB97M-V functional and the def2-TZVPD basis", "homo_energy_ev": -8.201, "e_tot_ev": -26538.2687, "smiles": "C[C@@H](CN)NCCN.O.O.O.O.O.O.O.O", "orbital_gap_ev": 8.5, "e_above_lowest_kcal_mol": 46.6, "symbols": ["O", "O", "O", "O", "O", "O", "O", "O", "N", "N", "N", "C", "C", "C", "C", "C", "H", "H", "H", "H", "H", "H", "H", "H", "H", "H", "H", "H", "H", "H", "H", "H", "H", "H", "H", "H", "H", "H", "H", "H", "H", "H", "H", "H", "H", "H", "H"], "coordinates": [[-1.36316, 0.86158, 2.54138], [-3.81612, -2.02359, 0.75166], [3.31896, 2.09215, 0.61882], [3.58512, 1.11710, -2.01399], [4.26056, -2.27907, -1.54906], [-3.70980, 0.75085, 1.23478], [0.28375, 2.58488, 0.80416], [0.56389, -0.38639, 4.23791], [-2.44678, -1.60297, -2.15215], [-0.09822, -0.23705, -1.15087], [2.36726, -1.16818, 0.43716], [-1.13992, 1.90906, -1.91639], [-0.06203, -0.97723, 0.10822], [1.14996, -1.91587, 0.14047], [-2.33324, -0.17406, -2.23359], [-1.30977, 0.56276, -1.27463], [-2.93491, 1.03630, 1.76715], [2.45521, 2.50836, 0.73470], [-4.65520, -2.43309, 0.47455], [-3.29281, 0.26548, -1.91348], [1.16946, -2.35597, -0.86505], [-2.95816, -1.96970, -1.36458], [0.76255, 0.27253, -1.25172], [-1.50932, -1.98642, -2.12275], [-1.83926, 0.63476, -0.32801], [-0.55490, 2.63528, -1.36870], [1.19686, 0.10963, 4.76390], [-0.58374, 1.93670, -2.88256], [2.39386, -0.17196, 0.27461], [-0.03925, -0.32853, 1.01834], [1.03301, -2.71422, 0.87311], [-0.11160, 3.21795, 0.19120], [-2.05052, 2.32843, -2.35016], [3.88336, 2.86404, 0.50376], [-0.31203, 2.29891, 1.51455], [2.69745, 0.92383, -2.32714], [-1.00552, 0.18065, 1.94088], [3.50803, 1.50581, -1.10029], [3.14156, -1.59796, -0.05620], [-0.91592, -1.64567, 0.23432], [-4.38371, 1.42785, 1.25986], [4.33937, -3.01350, -2.20122], [-1.03896, 0.54635, 3.39782], [-2.15951, 0.16995, -3.26145], [-3.99922, -1.07148, 0.70066], [1.10761, -0.79984, 3.53173], [4.71941, -1.53836, -1.96630]]}



{"formula": "C5H31NO11", "method": "the ωB97M-V functional and the def2-TZVPD basis", "homo_energy_ev": -10.273, "e_tot_ev": -29698.3412, "smiles": "CCCCC(N)=O.O.O.O.O.O.O.O.O.O.O", "orbital_gap_ev": 10.4, "e_above_lowest_kcal_mol": 110.3, "symbols": ["O", "O", "O", "O", "O", "O", "O", "O", "O", "O", "O", "N", "C", "C", "C", "C", "C", "H", "H", "H", "H", "H", "H", "H", "H", "H", "H", "H", "H", "H", "H", "H", "H", "H", "H", "H", "H", "H", "H", "H", "H", "H", "H", "H", "H", "H", "H", "H"], "coordinates": [[0.94021, 2.09877, -2.85698], [2.59577, 2.97545, -1.17915], [2.20228, 2.31498, 1.43002], [2.21278, 0.64441, 3.35254], [0.68135, -2.60306, 0.21674], [-2.81678, -0.88905, -2.23768], [-0.55382, -2.43620, -2.69668], [0.00985, -0.60889, 4.21298], [-1.85349, -3.02929, -0.51242], [-0.25156, -0.01929, -3.66174], [-2.47734, -1.23152, 2.24091], [2.26955, -1.19851, 0.95618], [-1.70797, 1.60744, 0.32198], [-1.92552, 2.76519, -0.68098], [-0.10367, -0.35140, 0.84061], [-0.32366, 0.88835, 0.07508], [0.94890, -1.43414, 0.61856], [2.55603, -0.43418, 1.37357], [0.38114, 1.37618, -3.13798], [-0.11051, -0.54003, -2.88032], [2.62934, 2.99915, 1.75109], [0.38092, 1.77284, 0.26466], [-2.36515, -2.19559, 2.44625], [2.35039, 2.37297, 0.40549], [-1.06173, -3.21690, -2.85423], [0.62812, -0.03615, 3.63894], [3.00063, 3.41917, -1.81017], [-2.70271, -2.72700, -0.27022], [1.72181, 2.56738, -1.22774], [-2.45056, 0.86325, 0.13654], [2.78161, 1.02420, 4.16611], [2.03119, 1.40873, 2.81917], [-1.04449, -0.97742, 0.86659], [0.79438, -1.26650, 4.59459], [0.00531, -0.69736, -4.30694], [-2.17984, -0.80207, 3.03383], [-0.76748, 3.17648, -0.82590], [-2.69433, 3.59489, -0.49622], [2.97083, -1.82030, 0.76496], [0.41144, 2.89540, -2.98250], [-2.36947, 2.45422, -1.69793], [-2.38167, -1.39018, -1.52970], [0.21273, -0.11952, 1.85695], [-2.09420, -0.97074, -2.82323], [-1.91584, 1.78779, 1.33658], [-0.15210, -2.51404, -1.79447], [-0.22267, 0.65235, -1.00206], [-1.07246, -2.85056, -0.02858]]}